1.
Below is an isolated molecule of C2H5BrClPS, with properties calculated with wB97M-V/def2-TZVPD.

```
! wB97M-V def2-TZVPD RIJCOSX def2/J DEFGRID3
* xyz 0 1
P 0.1149 1.6380 1.0530
S -0.9010 -0.1938 0.6425
C -0.5010 -0.3395 -1.0897
C 1.0238 -1.0960 -1.1756
Cl 2.3150 0.0466 -1.0296
Br 1.2265 -2.2044 -2.8201
H -1.0812 2.0930 1.7343
H 0.9036 1.3703 2.1742
H -1.3865 -0.6940 -1.7082
H -0.2377 0.6535 -1.4052
H 0.9863 -1.9199 -0.4356
*
```

The LUMO energy comes out at 0.0193 Eh. Its SMILES is PSC[C@H](Cl)Br.



2.
Below is an isolated molecule of C2H5BrN2O, with properties calculated with wB97M-V/def2-TZVPD.

```
! wB97M-V def2-TZVPD RIJCOSX def2/J DEFGRID3
* xyz 0 1
C -0.1069 1.7408 -0.0846
N 0.4221 0.3691 0.0126
Br 2.1808 0.1332 -0.6252
C -0.3412 -0.7361 0.2947
N 0.1352 -2.0023 0.1555
O -1.4618 -0.5611 0.7952
H -0.5239 2.1248 0.8403
H 0.5694 2.4156 -0.5902
H -0.9850 1.6975 -0.7374
H 0.6479 -2.4885 -0.5386
H -0.5366 -2.6930 0.4777
*
```

The LUMO energy comes out at 0.0037 Eh. Its SMILES is CN(Br)C(N)=O.



3.
Below is a cluster of 2 separate species, C2H5BrS in total, with properties calculated with wB97M-V/def2-TZVPD.

```
! wB97M-V def2-TZVPD RIJCOSX def2/J DEFGRID3
* xyz 0 1
C -0.5494 -0.8005 -0.6614
C 0.2885 0.0720 0.1249
S -0.1182 1.8467 0.0151
Br 2.2049 -0.4854 -0.0662
H -1.5246 -0.3835 -0.8077
H -0.0701 -0.9238 -1.6840
H -0.6388 -1.7723 -0.1623
H -0.1579 -0.1639 2.4284
H 0.5657 2.6106 0.8132
*
```

The LUMO energy (spin up / spin down) comes out at -0.0190 / -0.0224 Eh.



4.
Below is a structure of composition C2H5BrS2, with properties calculated with wB97M-V/def2-TZVPD.

```
! wB97M-V def2-TZVPD RIJCOSX def2/J DEFGRID3
* xyz 0 3
C 1.1045 0.4156 0.1382
C -0.3753 0.5050 0.0332
S -0.6567 -1.4650 -1.8651
S -1.4174 0.1465 1.3659
Br -1.0538 1.8686 -1.0761
H 1.3973 -0.4241 0.7642
H 1.5397 0.2825 -0.8527
H 1.5146 1.3413 0.5556
H -1.5449 -2.1583 -1.1601
H -0.5079 -0.5121 2.0968
*
```

The LUMO energy (spin up / spin down) comes out at 0.0224 / -0.0888 Eh. As for the expectation value of S²: 2.008.



5.
Below is a cluster of 3 separate species, C2H5Cl2O4P in total, with properties calculated with wB97M-V/def2-TZVPD.

```
! wB97M-V def2-TZVPD RIJCOSX def2/J DEFGRID3
* xyz 0 1
O 0.5635 -0.2327 1.0004
C -0.3749 -1.3149 0.9163
P -0.5314 -2.3487 -0.4173
Cl 0.6509 -1.3474 -1.7271
H 0.9853 -0.0329 0.1843
H -0.9042 -1.5682 1.8926
O 0.1229 1.2885 -1.3111
C -0.9182 1.7996 -0.9349
O -1.7800 2.3669 -1.8101
O -1.2084 1.8918 0.3531
H -1.6491 2.2763 -2.7600
H -0.5533 1.3804 0.8745
Cl 2.4437 -2.6515 1.7925
H 3.1531 -1.5073 1.9469
*
```

The LUMO energy comes out at 0.0069 Eh. Its SMILES is O/C=P\Cl.O=C(O)O.Cl.



6.
Below is an isolated molecule of C2H5ClN2, with properties calculated with wB97M-V/def2-TZVPD.

```
! wB97M-V def2-TZVPD RIJCOSX def2/J DEFGRID3
* xyz 0 1
H -2.9494 -0.2780 -0.5009
N -1.9848 -0.7615 -0.2853
C -1.0594 -0.0469 0.0828
N -0.7790 1.3342 0.1452
C 0.2147 -0.8181 0.4032
Cl 1.6666 0.0205 -0.1740
H -1.8405 1.7803 0.2549
H 0.1100 2.0223 -0.0786
H 0.2110 -1.7266 -0.0694
H 0.5504 -0.9653 1.4171
*
```

The LUMO energy comes out at 0.0301 Eh. Its SMILES is [H]/N=C(\N)CCl.



7.
Below is an isolated molecule of C2H5ClN2S, with properties calculated with wB97M-V/def2-TZVPD.

```
! wB97M-V def2-TZVPD RIJCOSX def2/J DEFGRID3
* xyz 0 1
Cl 2.5948 1.0373 0.4386
N 1.4213 -0.1229 -0.6804
N 0.3452 0.5582 -1.0007
C -0.7405 0.4641 -0.0263
C -0.7450 -1.0075 0.5178
S 0.9609 -1.5795 0.1340
H 0.6919 1.4495 -1.3205
H -1.6373 0.7333 -0.4441
H -0.7049 1.2570 0.6934
H -0.8114 -1.1989 1.6508
H -1.3749 -1.5906 0.0374
*
```

The LUMO energy comes out at 0.0023 Eh. Its SMILES is ClN1NCCS1.



8.
Below is a cluster of 2 separate species, C2H5ClNO2S in total, with properties calculated with wB97M-V/def2-TZVPD.

```
! wB97M-V def2-TZVPD RIJCOSX def2/J DEFGRID3
* xyz -1 1
C 0.3892 -0.6944 -0.0289
C -1.9688 2.0176 0.1364
N 0.8419 0.6505 0.1057
O 3.2801 0.1383 -0.8525
O 2.5486 2.3450 0.3081
S 2.3602 0.8784 0.1865
Cl -2.7779 0.5167 0.0920
H -0.3354 -1.0583 0.7123
H 0.0304 -0.7341 -1.0024
H 1.2236 -1.4168 -0.0857
H -2.2521 2.4789 1.1694
H -0.8601 1.7659 -0.0271
*
```

The LUMO energy (spin up / spin down) comes out at 0.1002 / 0.1218 Eh.



9.
Below is a cluster of 3 separate species, C2H5ClNO2S in total, with properties calculated with wB97M-V/def2-TZVPD.

```
! wB97M-V def2-TZVPD RIJCOSX def2/J DEFGRID3
* xyz -1 1
C 2.9613 -0.5566 -0.2674
C 3.8946 -1.0411 -0.8357
N -1.1241 0.3074 1.3333
O 0.1464 1.6581 -0.3666
O -2.1523 0.9463 -0.9717
S -0.7160 0.4885 -0.3328
Cl -3.7068 -1.2351 0.1799
H 2.1079 -0.1490 0.1922
H -2.8048 0.2321 -0.7132
H 4.7206 -1.4544 -1.3360
H -1.4499 1.1824 1.7293
H -1.8771 -0.3786 1.3885
*
```

The LUMO energy comes out at 0.1244 Eh.



10.
Below is an isolated molecule of C2H5ClNP, with properties calculated with wB97M-V/def2-TZVPD.

```
! wB97M-V def2-TZVPD RIJCOSX def2/J DEFGRID3
* xyz 0 1
C 1.1174 0.6820 -0.0239
C 0.4173 -0.6640 -0.2482
N -1.0259 -0.7381 -0.3808
P -2.2025 0.3563 1.0492
Cl -3.9418 -0.0280 0.1169
H 1.5926 0.9114 -1.0237
H 0.3262 1.3783 0.2924
H 2.0181 0.5634 0.7494
H 0.7637 -1.3080 0.5536
H 0.9348 -1.1532 -1.0849
*
```

The LUMO energy (spin up / spin down) comes out at -0.0475 / -0.0145 Eh. Its SMILES is CC/N=P/Cl.



E per entry: -3852.9113 -2837.9504 -3051.2279 -3449.4682 -1641.9055 -648.8453 -1046.9879 -1142.7170 -1142.8413 -935.3816 Eh
Largest force on an atom per entry: 3.72 2.19 3.70 1.01 4.21 6.30 6.03 3.32 1.74 4.20 eV/Å